Formula: C4H6O
Source: OMol25
Level of theory: wB97M-V/def2-TZVPD

Computed properties:
- HOMO level (eV) = -9.52
- energy relative to the best compared isomer or geometry (same formula, charge and spin) (kJ/mol) = 319.4
- multiplicity = 1
- Kohn-Sham gap (eV) = 10.60
- energy (eV) = -6288.6071

Bonds (Å) are listed after each position.
Atoms and positions in Å:
1 O -2.24 1.94 0.65  C3 1.135
2 C 0.76 0.49 0.77  C4 1.292, C5 1.502, H6 1.078
3 C -2.02 0.99 0.07  O1 1.135
4 C 1.33 -0.14 -0.20  C2 1.292, C5 1.498, H10 1.079
5 C 0.48 -0.98 0.70  C2 1.502, C4 1.498, H9 1.093, H11 1.096
6 H 0.57 1.41 1.31  C2 1.078
7 H -0.96 -0.14 -1.89  H8 0.740
8 H -0.27 -0.30 -2.11  H7 0.740
9 H 0.96 -1.66 1.41  C5 1.093
10 H 1.97 -0.13 -1.07  C4 1.079
11 H -0.50 -1.34 0.35  C5 1.096